Formula: C34H32AsBBrCdO5Si
Source: the OMol25 dataset
Level of theory: ωB97M-V/def2-TZVPD

ΔE to the lowest compared entry with this formula, charge and spin in eV: 0.481

Structure (ORCA input):
```
! wB97M-V def2-TZVPD RIJCOSX def2/J DEFGRID3
* xyz -1 1
Cd -0.076 16.862 11.332
C 0.111 18.800 5.327
As 0.492 20.416 6.298
C -0.263 20.028 8.050
C 2.407 20.418 6.456
O 0.061 21.867 5.581
H 0.745 18.040 5.749
H 0.552 18.995 4.269
H -0.932 18.592 5.246
H -0.023 18.988 8.393
H -1.312 20.117 8.082
H 0.282 20.665 8.799
H 2.694 19.568 7.084
H 2.665 21.354 6.993
H 2.872 20.463 5.463
C 5.243 13.881 10.518
C 4.607 14.137 9.281
C 3.214 14.321 9.296
C 2.450 14.124 10.502
C 3.186 13.878 11.708
C 4.560 13.838 11.684
Si 0.605 14.456 10.610
C -0.157 12.955 11.479
C -1.470 13.082 12.070
C -2.204 11.976 12.490
C -1.609 10.707 12.393
C -0.255 10.592 12.011
C 0.403 11.679 11.504
C -0.074 14.108 8.883
C 0.097 15.069 7.833
C -0.099 14.715 6.522
C -0.676 13.455 6.205
C -0.895 12.541 7.169
C -0.538 12.868 8.486
H 6.317 13.707 10.592
H 5.122 14.172 8.320
H 2.668 14.476 8.353
H 2.649 13.829 12.626
H 5.069 13.560 12.600
H -1.984 14.007 12.145
H -3.249 12.184 12.666
H -2.154 9.869 12.735
H 0.206 9.618 12.072
H 1.422 11.548 11.209
H 0.383 16.115 8.093
H 0.057 15.442 5.721
H -0.820 13.277 5.164
H -1.197 11.477 6.996
H -0.718 12.095 9.188
O -2.852 18.897 12.062
B -2.099 17.976 11.247
O -2.967 17.712 10.204
C -4.005 18.545 10.224
C -5.124 18.673 9.403
C -6.003 19.659 9.719
C -5.830 20.516 10.814
C -4.782 20.376 11.726
C -3.945 19.305 11.378
H -5.326 18.144 8.452
H -6.811 19.923 9.048
H -6.499 21.363 10.824
H -4.581 21.098 12.486
Br 8.261 17.174 8.573
C 6.384 17.345 9.091
C 5.406 17.378 8.126
C 4.090 17.488 8.622
C 3.747 17.610 9.953
C 4.772 17.549 10.896
C 6.060 17.427 10.476
C 2.278 17.719 10.362
O 1.379 17.529 9.443
O 2.036 17.856 11.578
H 5.610 17.265 7.033
H 3.232 17.439 7.901
H 4.553 17.562 11.997
H 6.879 17.337 11.216
*
```

Here are the Mulliken charges for atoms 1 to 6, given in e:
1 Cd 0.66
2 C -0.93
3 As 0.87
4 C -0.79
5 C -0.61
6 O -0.79